(1)
Density functional theory data (ωB97M-V with the def2-TZVPD basis set) for one molecule with the formula C2H2O3S in a non-equilibrium geometry.

Geometry (Å):
O1 0.080 -1.853 -0.344
C1 -0.286 -0.707 -0.015
O2 -1.528 -0.358 0.721
C2 0.502 0.456 -0.004
O3 0.650 0.843 -1.303
S1 1.068 1.368 1.292
H1 -1.755 -1.284 1.003
H2 1.269 1.536 -1.350

The value obtained for the gap between HOMO and LUMO is 8.70 eV. Its molecular weight is 106.1 g/mol. The total energy comes out at -701.27991 hartree.



(2)
Density functional theory data (ωB97M-V with the def2-TZVPD basis set) for a 2-piece molecular cluster, C3H4N2O overall in a non-equilibrium geometry.

Geometry (Å):
C1 2.508 0.333 -0.015
C2 0.453 -0.787 0.091
C3 -0.404 0.368 -0.068
N1 3.512 0.872 0.185
N2 -1.815 0.045 0.076
O1 0.607 -1.872 0.468
H1 -0.436 0.656 -1.231
H2 -0.151 1.182 0.527
H3 -1.863 -0.646 0.718
H4 -2.411 -0.151 -0.750

The value obtained for the gap between HOMO and LUMO (spin up / spin down) is 9.47 / 9.47 eV. Its molecular weight is 84.1 g/mol. The total energy comes out at -301.33014 hartree.



(3)
Density functional theory data (ωB97M-V with the def2-TZVPD basis set) for a 2-piece molecular cluster, C4H12N3 overall in a non-equilibrium geometry.

Geometry (Å):
C1 2.990 0.015 0.025
C2 3.478 1.114 -0.498
C3 -3.296 0.153 -0.238
C4 -2.035 0.176 0.480
N1 1.705 -0.178 0.726
N2 2.747 -1.246 0.448
N3 -0.869 -0.447 -0.166
H1 4.362 0.859 -1.076
H2 2.838 2.033 -0.555
H3 0.344 -0.368 0.176
H4 -3.397 0.352 -1.275
H5 -3.916 -0.696 0.020
H6 -3.850 0.971 0.118
H7 -2.175 -0.565 1.287
H8 -1.803 1.165 0.718
H9 1.816 0.009 1.654
H10 2.617 -1.861 -0.379
H11 -0.652 0.005 -1.123
H12 -0.903 -1.493 -0.342

The value obtained for the gap between HOMO and LUMO is 10.51 eV. Its molecular weight is 102.2 g/mol. The total energy comes out at -323.47301 hartree. The total charge is +1.



(4)
Density functional theory data (ωB97M-V with the def2-TZVPD basis set) for one molecule with the formula C5H11B in a non-equilibrium geometry.

Geometry (Å):
C1 -2.173 -1.326 0.860
C2 -1.816 -0.085 0.522
C3 -0.418 0.577 0.898
B1 0.739 0.332 -0.147
C4 0.442 0.010 -1.718
C5 2.304 0.495 0.253
H1 -3.006 -1.884 0.338
H2 -1.491 -1.974 1.454
H3 -2.589 0.443 -0.137
H4 -0.600 1.692 0.805
H5 -0.021 0.212 1.868
H6 0.230 -1.126 -1.611
H7 1.147 0.469 -2.402
H8 -0.512 0.522 -1.933
H9 2.729 1.178 -0.559
H10 2.751 -0.516 0.303
H11 2.284 0.980 1.207

The value obtained for the gap between HOMO and LUMO is 10.02 eV. Its molecular weight is 82.0 g/mol. The total energy comes out at -221.90159 hartree.



(5)
Density functional theory data (ωB97M-V with the def2-TZVPD basis set) for C37H30CaF6N3O4P2S6SbSe2 as an isolated structure in a non-equilibrium geometry.

Geometry (Å):
Ca1 -1.732 2.571 -2.075
F1 -4.748 -1.087 -3.597
C1 -4.682 0.253 -3.665
F2 -4.782 0.758 -2.444
F3 -5.698 0.694 -4.408
S1 -3.114 0.786 -4.474
O1 -3.076 2.222 -4.287
O2 -3.155 0.241 -5.791
N1 -2.086 0.135 -3.448
S2 -0.529 0.124 -3.726
O3 0.089 0.812 -2.611
O4 -0.128 0.449 -5.057
C2 -0.113 -1.663 -3.544
F4 -0.479 -2.145 -2.358
F5 -0.742 -2.352 -4.496
F6 1.196 -1.825 -3.690
S3 -4.810 5.864 -2.315
Sb1 -3.181 5.428 -0.817
S4 -1.508 5.164 -2.898
S5 -3.370 3.213 -0.051
S6 -2.369 6.905 0.661
Se1 5.467 4.449 -0.724
Se2 0.708 5.063 -2.669
C3 0.868 4.513 -0.840
C4 1.993 4.884 -0.118
C5 1.984 4.655 1.243
C6 0.855 4.093 1.826
C7 -0.179 3.682 1.008
N2 -0.156 3.851 -0.319
C8 4.611 3.523 -2.129
C9 5.327 2.578 -2.899
C10 4.699 1.877 -3.900
C11 3.342 2.095 -4.140
C12 2.705 3.020 -3.334
N3 3.296 3.714 -2.363
H1 2.849 5.327 -0.605
H2 2.850 4.926 1.833
H3 0.787 3.940 2.894
H4 -1.064 3.194 1.400
H5 6.374 2.425 -2.676
H6 5.253 1.155 -4.491
H7 2.800 1.563 -4.909
H8 1.642 3.214 -3.469
C13 0.134 -1.096 3.310
P1 -0.148 0.370 2.183
C14 1.115 0.219 0.880
C15 2.003 1.288 0.800
C16 3.010 1.321 -0.155
C17 3.146 0.259 -1.035
C18 2.291 -0.833 -0.946
C19 1.284 -0.857 0.003
C20 -1.710 -0.136 1.372
C21 -1.838 -0.560 0.053
C22 -3.064 -0.992 -0.434
C23 -4.188 -0.970 0.380
C24 -4.082 -0.496 1.681
C25 -2.854 -0.079 2.168
P2 1.125 -2.561 2.787
C26 1.005 -3.485 4.381
C27 -0.036 -4.342 4.733
C28 -0.054 -4.965 5.974
C29 0.966 -4.735 6.887
C30 2.010 -3.886 6.549
C31 2.031 -3.275 5.303
C32 -0.031 -3.520 1.736
C33 -1.415 -3.368 1.712
C34 -2.196 -4.136 0.857
C35 -1.603 -5.068 0.018
C36 -0.224 -5.229 0.033
C37 0.553 -4.455 0.880
H9 -0.842 -1.389 3.708
H10 0.697 -0.710 4.166
H11 1.889 2.125 1.481
H12 3.672 2.167 -0.208
H13 3.921 0.289 -1.795
H14 2.401 -1.666 -1.630
H15 0.620 -1.709 0.043
H16 -0.968 -0.573 -0.590
H17 -3.132 -1.343 -1.454
H18 -5.146 -1.291 -0.009
H19 -4.962 -0.429 2.309
H20 -2.783 0.313 3.178
H21 -0.838 -4.531 4.030
H22 -0.871 -5.629 6.229
H23 0.949 -5.219 7.856
H24 2.814 -3.705 7.252
H25 2.858 -2.626 5.035
H26 -1.902 -2.633 2.347
H27 -3.268 -3.985 0.837
H28 -2.212 -5.655 -0.658
H29 0.248 -5.944 -0.630
H30 1.633 -4.558 0.869

The value obtained for the gap between HOMO and LUMO is 5.47 eV. Its molecular weight is 1268.8 g/mol. The total energy comes out at -11285.20710 hartree. The total charge is -2.



(6)
Density functional theory data (ωB97M-V with the def2-TZVPD basis set) for C17H18FeN3O7 as an isolated structure.

Geometry (Å):
Fe1 -0.685 -0.732 -1.587
C1 -2.337 -0.813 1.907
C2 -1.284 0.153 1.503
N1 -0.722 0.196 0.358
C3 0.325 1.232 0.385
C4 -0.013 1.971 1.660
N2 -0.835 1.141 2.366
C5 0.140 3.361 2.058
O1 0.492 4.231 1.097
O2 -0.132 3.719 3.182
C6 0.870 1.739 -1.912
O3 1.442 2.626 -2.479
O4 0.739 0.500 -2.180
H1 -2.515 -1.509 1.091
H2 -3.265 -0.295 2.153
H3 -2.016 -1.372 2.787
H4 -1.244 1.399 3.250
H5 0.416 3.792 0.225
N3 -4.672 0.252 -2.731
C7 -3.475 -0.245 -2.355
O5 -2.490 0.484 -2.260
C8 -3.385 -1.717 -2.029
C9 -1.955 -2.202 -2.242
H6 -4.751 1.232 -2.942
H7 -5.469 -0.347 -2.836
H8 -4.167 -2.254 -2.581
H9 -3.664 -1.799 -0.970
H10 -1.777 -2.315 -3.318
H11 -1.793 -3.175 -1.773
C10 2.442 -3.224 0.323
C11 1.660 -1.931 0.208
O6 0.542 -2.012 -0.261
C12 2.310 -0.626 0.634
C13 3.638 -0.776 1.046
C14 4.489 0.292 1.260
C15 4.019 1.566 1.013
C16 2.691 1.746 0.669
C17 1.793 0.690 0.519
O7 0.220 2.133 -0.682
H12 1.837 -4.004 -0.127
H13 2.638 -3.479 1.367
H14 3.399 -3.161 -0.192
H15 4.033 -1.770 1.184
H16 5.508 0.122 1.582
H17 4.667 2.428 1.105
H18 2.337 2.756 0.522

The value obtained for the gap between HOMO and LUMO (spin up / spin down) is 7.26 / 6.72 eV. Its molecular weight is 432.2 g/mol. The total energy comes out at -2613.31387 hartree. Its spin multiplicity is 6.



Energy relative to the best compared isomer or geometry (same formula, charge and spin) / kJ/mol: 158.9, 412.4, 538.9, 125.6, 125.7, 207.3